Here is a molecular structure, C40H33IN4O5PV in a non-equilibrium geometry from the Open Molecules 2025 dataset. Energies are from the ωB97M-V functional and the def2-TZVPD basis.

Last column: Löwdin spin population.
Geometry (Å):
V1 0.149203 -0.418079 2.112285  1.924
N1 0.103312 0.785476 4.001462  0.001
C1 1.469254 1.298171 4.184507  0.001
C2 2.483223 0.300828 3.609550  0.015
O1 3.624545 0.224577 4.066823  0.024
N2 1.977184 -0.379393 2.585964  0.002
C3 2.852668 -1.258881 1.845027  0.000
C4 2.007163 -1.968379 0.774015  0.005
O2 2.480669 -2.876559 0.105449  0.012
O3 0.802899 -1.521403 0.667959  0.014
H1 -0.567731 1.546333 4.015857  0.001
H2 -0.136956 0.147063 4.755137  0.002
H3 1.719240 1.527666 5.224643  0.000
H4 1.597340 2.210706 3.599936  0.000
H5 3.361295 -1.976545 2.499655  0.000
H6 3.635673 -0.693781 1.328467  -0.001
C5 -3.902539 0.899930 2.658685  0.065
C6 -2.669914 0.719037 2.068084  0.135
N3 -1.829983 -0.283929 2.425744  0.169
C7 -2.252230 -1.123600 3.415897  0.075
C8 -3.500281 -1.017276 4.067715  0.012
C9 -4.349756 0.031405 3.659991  0.222
C10 -3.813410 -1.973144 5.075465  0.032
C11 -2.977456 -3.014480 5.353853  -0.011
C12 -1.739006 -3.164958 4.680184  0.043
C13 -0.860027 -4.244558 4.847718  0.011
C14 0.283745 -4.283189 4.078090  0.047
C15 0.597848 -3.224967 3.226624  0.008
N4 -0.164309 -2.146781 3.094662  0.051
C16 -1.354775 -2.162184 3.755436  0.061
H7 -4.533036 1.710696 2.319893  0.000
H8 -2.313931 1.369447 1.279864  0.006
H9 -5.332434 0.134836 4.101264  0.014
H10 -4.748326 -1.871628 5.612923  0.001
H11 -3.250599 -3.751101 6.099693  -0.001
H12 -1.094040 -5.038162 5.545121  0.000
H13 0.960741 -5.123090 4.138032  0.003
H14 1.488613 -3.279147 2.620481  -0.001
I1 -2.114481 -1.227933 -0.734147  0.007
C17 -1.673905 -1.888905 -2.719697  0.001
C18 -2.386297 -3.028485 -3.006234  0.001
C19 -2.412307 -3.598479 -4.280755  0.000
C20 -1.741040 -2.991373 -5.287888  0.001
C21 -0.970447 -1.834857 -5.052737  0.000
C22 -0.304583 -1.270663 -6.158624  0.000
C23 0.452630 -0.153409 -6.019007  0.000
C24 0.609990 0.403897 -4.752253  0.000
C25 0.016172 -0.107891 -3.617421  0.000
P1 0.569728 0.722740 -2.043175  0.000
C26 2.373326 0.691108 -2.406237  0.000
C27 3.200510 1.690433 -1.889345  0.000
C28 4.574096 1.632712 -2.077022  0.000
C29 5.147018 0.561107 -2.743853  0.000
C30 4.338770 -0.469286 -3.201892  0.000
C31 2.965152 -0.406339 -3.034362  0.000
C32 0.051503 2.397044 -2.635381  0.000
C33 -1.302290 2.677208 -2.441420  0.000
C34 -1.841790 3.898318 -2.807109  0.000
C35 -1.028618 4.875685 -3.363378  0.000
C36 0.317433 4.610224 -3.555331  0.000
C37 0.855906 3.380678 -3.200686  0.000
C38 -0.862276 -1.242574 -3.735024  0.000
H15 -2.965864 -3.489825 -2.219319  0.000
H16 -2.992645 -4.494683 -4.454574  0.000
H17 -1.786833 -3.374817 -6.299631  0.000
H18 -0.414478 -1.754771 -7.121457  0.000
H19 0.953163 0.287676 -6.871623  0.000
H20 1.255212 1.265901 -4.655765  0.000
H21 2.775002 2.502632 -1.311636  0.000
H22 5.200602 2.421893 -1.680973  0.000
H23 6.219598 0.515874 -2.887945  0.000
H24 4.782094 -1.331755 -3.683981  0.000
H25 2.356011 -1.229110 -3.384095  0.000
H26 -1.937332 1.920332 -1.996279  0.000
H27 -2.897785 4.089864 -2.661874  0.000
H28 -1.442519 5.835256 -3.647224  0.000
H29 0.957197 5.367186 -3.992088  0.000
H30 1.908011 3.197308 -3.370413  0.000
C39 -0.629220 3.688755 1.804946  0.003
C40 0.502284 2.700929 1.453487  0.005
O4 1.647633 3.151308 1.416520  0.005
O5 0.146615 1.498369 1.209282  0.029
H31 -0.197596 4.542876 2.323224  0.000
H32 -1.399950 3.221609 2.419230  0.002
H33 -1.077274 4.035284 0.873011  0.000

Cartesian forces (eV/Å) of the 3 atoms listed first:
V -1.32 2.09 -1.70
N 0.41 -0.07 0.03
C 0.54 -0.03 0.23

HOMO level (alpha / beta) = -3.0 / -5.4 eV
<S²> = 3.784
Spin multiplicity = 4
Relative energy (zero: lowest compared OMol25 entry of this formula, charge and spin) = 147.4 kJ/mol
Lowest unoccupied orbital energy (alpha / beta) = 2.041 / 1.964 eV
Max |F| = 3.0 eV/A
Orbital gap (alpha / beta) = 5.0 / 7.4 eV
Total charge = -1



Here is a molecular structure, C40H34ClF15N6OPSY from the Open Molecules 2025 dataset. Energies are from the ωB97M-V functional and the def2-TZVPD basis.

Last column: Löwdin spin population.
Geometry (Å):
Y1 -0.198158 0.075355 -0.368946  0.001
F1 -0.080097 -3.240772 5.438755  0.000
C1 -0.189138 -2.154263 4.635665  0.000
F2 -1.082040 -1.345418 5.220257  0.000
F3 1.006422 -1.536935 4.687625  0.001
C2 -0.566652 -2.547130 3.235675  0.001
C3 -0.766976 -3.879151 2.932188  0.000
C4 -1.076423 -4.260796 1.632881  0.001
C5 -1.120820 -3.266130 0.676258  0.000
N1 -0.919408 -1.982536 0.952036  0.002
C6 -0.694405 -1.571329 2.221125  0.003
S1 -0.562485 0.132875 2.444713  0.016
H1 -0.682232 -4.619955 3.715042  0.000
H2 -1.259341 -5.292011 1.369852  0.000
H3 -1.322020 -3.500325 -0.363796  0.000
C7 -0.738396 -3.773065 -5.320788  0.000
C8 0.636249 -3.737867 -5.106417  0.000
C9 1.145634 -3.226928 -3.926648  0.000
C10 0.267263 -2.741656 -2.964979  0.000
C11 -1.101079 -2.757043 -3.172881  0.000
C12 -1.604255 -3.283241 -4.355699  0.000
N2 0.748220 -2.222595 -1.716218  0.000
N3 1.729007 -2.853152 -1.303292  0.000
C13 2.284908 -2.428234 -0.063498  0.000
C14 3.317697 -3.220712 0.407461  0.000
C15 3.922000 -2.865584 1.603186  0.000
C16 3.481285 -1.727140 2.249964  0.000
C17 2.446903 -0.989582 1.686947  0.000
N4 1.834336 -1.342455 0.558255  0.000
H4 -1.128272 -4.168544 -6.250250  0.000
H5 1.314235 -4.100820 -5.868774  0.000
H6 2.211104 -3.175213 -3.751138  0.000
H7 -1.775189 -2.362963 -2.426982  0.000
H8 -2.674688 -3.286595 -4.512457  0.000
H9 3.616813 -4.086781 -0.164989  0.000
H10 4.723106 -3.465036 2.015622  0.000
H11 3.917383 -1.396824 3.181623  0.000
H12 2.076239 -0.099152 2.173148  0.000
F4 5.037910 3.447729 -2.814979  0.000
C18 4.036107 2.742251 -2.222879  0.001
C19 2.860907 3.384024 -1.892437  0.000
C20 1.842531 2.637223 -1.300895  0.000
C21 1.940410 1.263017 -1.002718  0.000
C22 3.178182 0.698796 -1.359621  0.000
C23 4.219678 1.401209 -1.966890  0.000
H13 2.747184 4.440857 -2.103282  0.000
H14 0.922263 3.164533 -1.071553  0.000
H15 3.368965 -0.356135 -1.176192  0.000
H16 5.155176 0.925227 -2.236740  0.000
F5 -3.971979 0.576893 -0.277551  0.000
P1 -3.897373 -0.219244 -1.653101  0.000
F6 -5.375232 0.188643 -2.077623  0.000
F7 -2.285843 -0.663741 -1.212886  0.000
F8 -4.377733 -1.558503 -0.922223  0.000
F9 -3.657852 -1.056972 -3.020967  0.000
F10 -3.250387 1.068540 -2.362799  0.000
F11 -3.673982 6.823887 0.036259  0.000
C24 -3.024535 5.651898 -0.061553  0.000
C25 -2.682672 5.140303 -1.299204  0.000
F12 -2.990492 5.828108 -2.407374  0.000
C26 -2.021242 3.932022 -1.393395  0.000
F13 -1.674330 3.491624 -2.616203  0.000
C27 -1.675505 3.167203 -0.269234  0.000
O1 -1.057071 2.032182 -0.369671  0.000
C28 -2.019455 3.731154 0.968086  0.000
F14 -1.696235 3.081795 2.096400  0.000
C29 -2.681987 4.939376 1.072556  0.000
F15 -2.996324 5.428433 2.280300  0.000
Cl1 3.677239 0.665961 5.701652  0.022
C30 3.730235 1.408512 4.124941  0.115
C31 4.914218 1.342930 3.421678  -0.013
C32 4.991422 1.878541 2.140135  0.138
C33 3.869076 2.478784 1.572730  -0.010
C34 2.693081 2.553169 2.281678  0.115
C35 2.569033 2.031584 3.596613  0.052
C36 1.350924 2.101929 4.279563  0.498
H17 5.770366 0.858660 3.873372  -0.003
H18 5.917251 1.812728 1.583645  0.009
H19 3.911471 2.874376 0.567827  -0.003
H20 1.816368 2.999623 1.827122  0.004
H21 0.486503 2.532060 3.795785  0.024
H22 1.225352 1.658672 5.254401  0.030
C37 2.142963 0.498765 -5.644763  0.000
C38 0.792473 0.873942 -5.041532  0.000
C39 0.658681 2.398656 -4.988822  0.000
C40 -0.336055 0.269711 -5.871319  0.000
N5 0.792679 0.248690 -3.706641  0.000
N6 -0.358893 0.470770 -2.899378  0.000
H23 2.248795 0.921342 -6.645384  0.000
H24 2.237810 -0.586984 -5.706265  0.000
H25 2.958953 0.882244 -5.025627  0.000
H26 0.737688 2.819310 -5.993843  0.000
H27 1.448902 2.832356 -4.371559  0.000
H28 -0.303842 2.710138 -4.582742  0.000
H29 -0.283368 0.630521 -6.900395  0.000
H30 -1.315605 0.545633 -5.474842  0.000
H31 -0.258147 -0.818921 -5.874076  0.000
H32 1.583491 0.594194 -3.170989  0.000
H33 -1.122224 -0.093689 -3.261686  0.000
H34 -0.676137 1.441082 -2.906676  0.000

Cartesian forces (eV/Å) of the 3 atoms listed first:
Y 0.17 -0.04 -0.06
F -0.01 -0.03 0.01
C 0.02 0.02 -0.03

HOMO level (alpha / beta) = -5.2 / -5.7 eV
<S²> = 0.790
Spin multiplicity = 2
Relative energy (zero: lowest compared OMol25 entry of this formula, charge and spin) = 0.0 kJ/mol
Lowest unoccupied orbital energy (alpha / beta) = 0.827 / 0.827 eV
Max |F| = 0.3 eV/A
Orbital gap (alpha / beta) = 6.0 / 6.5 eV
Total charge = -1